Record 1
A single C5H11NO molecule, computed with the ωB97M-V functional and the def2-TZVPD basis.

Charge = 0
ΔE to the lowest compared entry with this formula, charge and spin = 153.9 kJ/mol

Last column: Löwdin charge in e.
Element x y z (Å)
1 C 1.792 -0.556 -0.618  -0.071
2 C 0.662 0.485 -0.782  -0.228
3 N -0.231 0.553 0.347  -0.159
4 C -0.131 1.597 1.332  -0.060
5 C -1.079 -0.485 0.636  -0.522
6 C -1.729 -1.207 -0.522  -0.003
7 O -1.280 -0.909 1.765  0.057
8 H 2.034 -0.787 -1.664  0.069
9 H 1.384 -1.508 -0.147  0.092
10 H 2.704 -0.428 -0.032  0.067
11 H 0.964 1.554 -0.876  0.123
12 H 0.060 0.227 -1.716  0.121
13 H -0.901 2.369 1.377  0.090
14 H 0.155 1.207 2.324  0.094
15 H 0.818 2.135 1.150  0.086
16 H -2.493 -1.924 -0.194  0.096
17 H -0.828 -1.689 -0.943  0.075
18 H -1.901 -0.634 -1.436  0.076

=====

Record 2
A molecular structure, C6H7O4S, computed with the ωB97M-V functional and the def2-TZVPD basis.

Charge = -1
ΔE to the lowest compared entry with this formula, charge and spin = 188.9 kJ/mol

Last column: Löwdin charge in e.
Element x y z (Å)
1 C -1.420 -0.566 -1.090  -0.173
2 C -2.784 0.800 -1.326  -0.383
3 C -2.022 -0.189 -3.271  -0.566
4 C 0.879 -0.985 -0.529  -0.149
5 C -0.631 0.500 0.984  -0.102
6 C -0.279 0.046 -0.480  -0.859
7 O -3.472 1.496 -0.648  0.072
8 O -1.949 -0.208 -4.475  0.102
9 O -1.271 -0.861 -2.450  0.019
10 O -2.854 0.769 -2.671  0.109
11 S 0.481 1.596 -1.404  0.658
12 H 0.345 -1.703 0.149  0.079
13 H 1.920 -0.645 -0.108  0.094
14 H 1.016 -1.251 -1.608  0.076
15 H 0.383 0.667 1.504  0.091
16 H -1.189 1.478 0.789  0.074
17 H -1.192 -0.293 1.439  0.058
18 H -0.721 2.009 -1.133  -0.201